{"formula": "C37H37Cl3CuO2P2", "method": "ωB97M-V with the def2-TZVPD basis set", "symbols": ["Cu", "C", "C", "C", "C", "C", "C", "C", "C", "C", "H", "H", "H", "H", "H", "H", "H", "H", "H", "H", "H", "H", "H", "H", "H", "P", "P", "C", "C", "C", "C", "C", "C", "C", "C", "C", "C", "C", "C", "C", "C", "C", "C", "C", "C", "C", "C", "C", "C", "C", "C", "C", "C", "H", "H", "H", "H", "H", "H", "H", "H", "H", "H", "H", "H", "H", "H", "H", "H", "H", "H", "H", "H", "H", "H", "Cl", "C", "Cl", "Cl", "C", "O", "O"], "coordinates": [[1.9081, -1.6469, 3.8207], [-2.5178, 0.1959, 6.3714], [-2.6902, -0.0059, 5.0651], [-3.0077, 0.9813, 3.9870], [-1.8257, 1.7533, 3.3292], [-0.8059, 2.3573, 4.2538], [-0.9481, 2.6510, 5.5446], [-2.2195, 2.7286, 6.3237], [-2.5889, 1.4775, 7.1429], [2.9204, 0.0200, 3.9698], [-2.3367, -0.6698, 7.0151], [-2.6901, -1.0479, 4.7027], [-3.7880, 1.7056, 4.2737], [-3.4415, 0.3689, 3.1790], [-1.3025, 1.0173, 2.6956], [-2.2684, 2.5139, 2.6518], [0.1689, 2.4977, 3.7671], [-0.0476, 2.9409, 6.1036], [-3.0762, 3.0008, 5.6918], [-2.0659, 3.5342, 7.0668], [-1.8875, 1.3295, 7.9798], [-3.5521, 1.7016, 7.6389], [3.2690, 0.0249, 5.0322], [2.1322, 0.7738, 3.8655], [3.7731, 0.1317, 3.2740], [0.0411, -2.0486, -3.2240], [1.9434, 0.4503, -3.5560], [-0.6286, -0.4924, -3.8457], [0.2145, 0.5459, -4.0637], [-0.7187, -3.2226, -4.4502], [-1.8717, -2.9229, -5.1937], [-2.4271, -3.8765, -6.0563], [-1.8133, -5.1245, -6.2162], [-0.6224, -5.4061, -5.5276], [-0.0685, -4.4560, -4.6639], [-0.9924, -2.2037, -1.7195], [-0.6738, -1.3412, -0.6552], [-1.4155, -1.3880, 0.5221], [-2.4939, -2.2803, 0.6328], [-2.8045, -3.1441, -0.4279], [-2.0416, -3.1200, -1.6015], [2.6426, 1.1654, -5.1625], [2.5428, 0.3734, -6.3244], [2.9279, 0.8840, -7.5664], [3.4210, 2.1912, -7.6689], [3.5504, 2.9735, -6.5158], [3.1774, 2.4576, -5.2662], [2.0147, 1.9150, -2.4579], [3.1735, 2.0404, -1.6666], [3.3720, 3.1829, -0.8942], [2.4089, 4.2011, -0.8862], [1.2333, 4.0557, -1.6361], [1.0265, 2.9033, -2.4033], [-1.7019, -0.4242, -4.0599], [-0.0808, 1.4348, -4.6417], [-2.3613, -1.9533, -5.1093], [-3.3439, -3.6456, -6.6009], [-2.2550, -5.8765, -6.8707], [-0.1283, -6.3694, -5.6616], [0.8655, -4.6684, -4.1360], [0.1568, -0.6365, -0.7571], [-1.1555, -0.7399, 1.3633], [-3.0852, -2.3108, 1.5477], [-3.6332, -3.8443, -0.3471], [-2.2620, -3.8020, -2.4203], [2.1347, -0.6404, -6.2639], [2.8374, 0.2681, -8.4647], [3.7056, 2.6005, -8.6396], [3.9344, 3.9910, -6.5812], [3.2781, 3.0845, -4.3794], [3.9244, 1.2485, -1.6968], [4.2859, 3.2802, -0.3054], [2.5780, 5.1023, -0.2967], [0.4826, 4.8440, -1.6267], [0.1055, 2.8072, -2.9766], [0.6575, -0.6177, 9.2295], [0.7005, -1.9744, 8.0920], [1.9853, -3.1226, 8.5379], [-0.8842, -2.8151, 8.1465], [0.9576, -1.4101, 6.5672], [0.6658, -0.2045, 6.4092], [1.4065, -2.2536, 5.6919]], "e_homo_ev": [-7.926, -7.926], "spin_multiplicity": 2, "e_tot_ha": -5286.1801}